{
  "formula": "C18H27F2NO2P2S",
  "method": "ωB97M-V/def2-TZVPD",
  "mol_weight_g_mol": 421.43,
  "homo_ev": -8.49,
  "smiles": "CCCCN[PH2](CC(=O)O)[PH2]=S.Fc1ccccc1.Fc1ccccc1",
  "e_tot_ev": -59535.365,
  "total_charge": 0,
  "elements": ["C", "C", "C", "C", "N", "P", "C", "C", "O", "O", "P", "S", "H", "H", "H", "H", "H", "H", "H", "H", "H", "H", "H", "H", "H", "H", "H", "H", "H", "F", "C", "C", "C", "C", "C", "C", "H", "H", "H", "H", "H", "F", "C", "C", "C", "C", "C", "C", "H", "H", "H", "H", "H"],
  "coordinates": [[3.328, 0.652, 3.184], [1.998, 1.372, 3.013], [2.087, 2.884, 3.187], [0.945, 3.626, 2.513], [-0.390, 3.215, 2.957], [-1.266, 2.136, 1.890], [-2.933, 2.605, 2.576], [-3.204, 2.007, 3.950], [-3.765, 2.646, 4.825], [-2.817, 0.734, 4.182], [-2.054, 0.558, 0.392], [-0.618, 0.317, -0.934], [4.086, 1.148, 2.596], [3.222, -0.373, 2.855], [3.612, 0.635, 4.229], [1.243, 0.985, 3.692], [1.642, 1.183, 2.002], [3.005, 3.207, 2.700], [2.168, 3.178, 4.228], [1.052, 4.680, 2.746], [1.078, 3.544, 1.431], [-0.926, 4.026, 3.216], [-0.620, 1.025, 2.462], [-0.840, 2.778, 0.703], [-3.726, 2.321, 1.898], [-2.986, 3.673, 2.721], [-2.543, 0.287, 3.379], [-2.237, -0.649, 1.111], [-3.304, 0.892, -0.182], [5.181, -4.810, -1.235], [4.169, -3.916, -1.218], [3.515, -3.670, -0.028], [2.477, -2.749, -0.017], [2.104, -2.095, -1.183], [2.777, -2.363, -2.367], [3.820, -3.278, -2.390], [3.817, -4.195, 0.869], [1.956, -2.541, 0.908], [1.291, -1.380, -1.163], [2.486, -1.859, -3.278], [4.360, -3.497, -3.302], [-0.965, -2.415, -3.116], [-1.868, -1.990, -4.018], [-1.912, -2.613, -5.250], [-2.843, -2.184, -6.184], [-3.710, -1.144, -5.880], [-3.645, -0.533, -4.636], [-2.721, -0.954, -3.690], [-1.224, -3.419, -5.467], [-2.892, -2.666, -7.151], [-4.433, -0.812, -6.612], [-4.317, 0.281, -4.399], [-2.656, -0.491, -2.718]]
}